# 1
Density functional theory data (the ωB97M-V functional and the def2-TZVPD basis) for a structure of composition C17H35N2O4ReS4SbSi.

As for the largest force on an atom: 0.57 eV Å⁻¹. The LUMO energy is -0.18972 Ha. The energy above the lowest of the compared OMol25 structures with the same formula, charge and spin comes out at 1.1169 eV. As for the calculated total energy: -89253.193 eV. Its net charge is +1.

Structure (XYZ):
```
65
Properties=species:S:1:pos:R:3:lowdin_charge:R:1
Re -2.06971 -1.11553 -0.70685 0.858
S -2.72260 -5.58929 -1.16421 -0.020
Sb -4.03034 -3.96994 -0.48576 0.132
S -3.03487 -1.60809 -2.48960 0.310
S -2.90447 -2.45030 1.04259 0.083
S -6.14283 -3.43273 -0.60631 -0.022
C 1.97094 -5.00697 0.17881 0.019
N 1.04175 -4.18328 -0.57881 -0.096
C 0.90314 -4.15575 -1.94342 -0.041
C -0.06680 -3.24443 -2.20995 -0.164
N -0.52286 -2.71595 -1.02485 -0.163
C 0.17177 -3.30869 -0.06530 -0.200
H 2.28777 -5.83788 -0.44482 0.101
H 1.47178 -5.39977 1.06090 0.103
H 2.84064 -4.42217 0.47275 0.096
H 1.49193 -4.78265 -2.58870 0.135
H -0.47490 -2.94959 -3.16072 0.097
H 0.04314 -3.14353 0.99079 0.128
C -0.10050 4.29559 -1.86745 -0.012
C -0.83139 2.97353 -1.68145 -0.613
C -2.33748 3.17645 -1.70202 -0.009
C -0.40278 1.96610 -2.74182 -0.021
O -0.48928 2.50186 -0.35990 -0.079
Si 0.28014 1.23984 0.25927 0.079
O -0.66857 -0.14331 -0.06306 -0.401
O 1.70942 1.02204 -0.43562 -0.074
C 2.78512 0.07013 -0.30631 -0.615
C 4.07186 0.88157 -0.32970 -0.015
C 2.70299 -0.85979 -1.50875 -0.011
C 2.66590 -0.70908 0.99593 -0.022
O 0.38450 1.30915 1.84983 -0.072
C -0.46203 1.60037 2.97874 -0.615
C -1.16887 0.30756 3.36824 -0.017
C -1.46076 2.69072 2.61839 -0.017
C 0.46870 2.06828 4.08726 -0.017
H -0.36291 4.74533 -2.82487 0.095
H 0.97786 4.13921 -1.83918 0.095
H -0.37178 4.98804 -1.07132 0.094
H -2.65273 3.54079 -2.67988 0.101
H -2.63538 3.89990 -0.94396 0.099
H -2.85088 2.23647 -1.51299 0.049
H -0.56508 2.38574 -3.73444 0.101
H -0.99420 1.04752 -2.67391 0.055
H 0.65317 1.71666 -2.64005 0.084
H 4.14334 1.44766 -1.25761 0.092
H 4.93975 0.22581 -0.25496 0.095
H 4.09086 1.58019 0.50643 0.095
H 2.82202 -0.29662 -2.43466 0.095
H 1.73645 -1.36223 -1.53200 0.057
H 3.48989 -1.61431 -1.46409 0.095
H 2.70829 -0.04193 1.85546 0.091
H 3.48554 -1.42518 1.07149 0.095
H 1.72204 -1.25653 1.03532 0.064
H -1.73870 -0.08494 2.52296 0.035
H -1.86272 0.48259 4.19064 0.100
H -0.44469 -0.44556 3.68026 0.095
H -2.22655 2.32521 1.93015 0.066
H -0.95433 3.53260 2.14885 0.096
H -1.96399 3.04434 3.51831 0.100
H 1.22312 1.30888 4.29173 0.090
H -0.09434 2.25359 5.00184 0.095
H 0.97127 2.98987 3.79523 0.095
C -3.28002 0.25243 -0.18914 -0.199
H -3.09944 0.88638 0.68072 0.016
H -4.26633 0.42359 -0.61444 0.033
```

---

# 2
Density functional theory data (the ωB97M-V functional and the def2-TZVPD basis) for a cluster of 2 separate species, C5H12N2O in total at a distorted geometry.

As for the largest force on an atom: 6.30 eV Å⁻¹. The LUMO energy (spin up / spin down) is 0.02094 / 0.03659 Ha. The energy above the lowest of the compared OMol25 structures with the same formula, charge and spin comes out at 8.2701 eV. As for the calculated total energy: -10400.154 eV.

Structure (XYZ):
```
20
Properties=species:S:1:pos:R:3:lowdin_charge:R:1
C -1.32489 -1.46881 0.36716 -0.181
C -1.48685 -0.03908 0.50665 -0.237
C 2.32871 -0.71448 0.72166 -0.155
C 2.33196 0.58005 -1.46330 -0.130
C 1.96486 0.56166 0.01476 -0.190
N -3.50809 1.32256 0.02696 0.013
N -2.62533 0.62426 0.87517 -0.072
O -1.40428 -0.68049 -0.73371 -0.005
H -0.34462 -1.85502 0.65301 0.086
H -2.10255 -2.21246 0.51055 0.111
H 1.82043 -0.59738 1.61129 0.021
H 3.46998 -0.70782 0.95131 0.100
H 2.16809 -1.67286 0.10386 0.099
H 3.23144 -0.12023 -1.63970 0.093
H 2.46809 1.59631 -1.61745 0.022
H 1.44108 0.16271 -2.11759 0.106
H 1.40316 1.29273 0.39353 0.026
H -3.69994 0.78905 -0.79391 0.065
H -3.29096 2.30416 -0.22083 0.091
H -2.84028 0.83514 1.85060 0.136
```

---

# 3
Density functional theory data (the ωB97M-V functional and the def2-TZVPD basis) for a structure of composition C32H26AsF6FeN8O3PS at a distorted geometry.

As for the largest force on an atom: 2.66 eV Å⁻¹. As for the expectation value of S²: 8.77. The LUMO energy (spin up / spin down) is 0.07830 / 0.02674 Ha. The energy above the lowest of the compared OMol25 structures with the same formula, charge and spin comes out at 0.9077 eV. Its spin multiplicity is 6. As for the calculated total energy: -183331.341 eV. Its net charge is -1.

Structure (XYZ):
```
79
Properties=species:S:1:pos:R:3:lowdin_charge:R:1
Fe -0.55947 2.02242 -0.20651 0.981
N 4.15273 -2.81118 -2.74321 0.098
C 3.90113 -1.60958 -2.09161 -0.348
C 4.72113 -1.18418 -1.04471 -0.049
C 4.44393 -0.00518 -0.37721 -0.053
C 3.36373 0.76272 -0.75921 -0.275
C 2.53283 0.35522 -1.78711 -0.068
C 2.79183 -0.83478 -2.44061 -0.034
S 3.10833 2.38452 -0.03631 0.603
O 3.04013 3.30222 -1.14351 -0.314
O 4.13633 2.64412 0.93959 -0.312
N 1.60333 2.29922 0.59549 -0.117
C 1.32443 1.99112 1.84879 -0.500
N -0.01727 1.97022 2.10019 0.065
C -0.43247 1.75222 3.32349 -0.125
C 0.45973 1.55482 4.37189 -0.067
C 1.80283 1.54002 4.01859 -0.155
N 2.23673 1.72662 2.79349 0.136
H 5.10573 -3.14168 -2.69141 0.087
H 3.75433 -2.88758 -3.66591 0.087
H 5.58263 -1.77668 -0.77031 0.108
H 5.06213 0.35252 0.43129 0.112
H 1.69783 0.98322 -2.06511 0.086
H 2.13843 -1.16968 -3.23401 0.105
H -1.50667 1.74482 3.46529 0.121
H 0.12813 1.40632 5.38549 0.087
H 2.57773 1.36692 4.75759 0.105
F -2.84997 2.15982 0.07329 -0.331
As -4.60297 2.66692 0.13019 0.810
F -5.03387 1.10412 -0.54141 -0.265
F -6.31287 3.11122 0.18749 -0.274
F -4.42617 3.30022 -1.48241 -0.248
F -4.15187 4.20542 0.81459 -0.248
F -4.68947 1.97592 1.74439 -0.270
N -1.68527 6.49142 0.03639 0.186
C -1.36287 5.25742 -0.41901 -0.506
O -1.07487 4.34272 0.36579 -0.043
C -1.31407 5.10052 -1.86761 -0.194
C -0.88817 3.85482 -2.23871 -0.159
N -0.52317 2.74312 -2.24061 0.111
C -1.71337 6.11402 -2.72571 -0.254
N -2.04837 6.99322 -3.39431 0.123
H -2.05677 7.17902 -0.59511 0.092
H -1.83817 6.59552 1.02479 0.114
N -0.47847 0.10472 -0.21921 -0.250
P -0.51577 -1.44278 -0.08221 0.815
C 0.98853 -2.11758 0.69899 -0.277
C 1.89903 -2.95168 0.06989 -0.083
C 3.05823 -3.32128 0.73179 -0.093
C 3.31753 -2.84308 2.00479 -0.080
C 2.41933 -1.98908 2.62669 -0.069
C 1.25493 -1.63108 1.97539 -0.083
C -1.87267 -2.05458 0.98449 -0.272
C -1.78587 -3.21158 1.74759 -0.093
C -2.84607 -3.57858 2.55779 -0.091
C -3.98637 -2.79238 2.60919 -0.086
C -4.07037 -1.63308 1.85699 -0.060
C -3.01287 -1.26378 1.04499 -0.065
C -0.75117 -2.26268 -1.70011 -0.274
C -0.82707 -1.41188 -2.79491 -0.087
C -1.05427 -1.92548 -4.05771 -0.075
C -1.21497 -3.29178 -4.22881 -0.087
C -1.15287 -4.13978 -3.13331 -0.088
C -0.92677 -3.62998 -1.86711 -0.086
H 1.70803 -3.31468 -0.92951 0.098
H 3.76003 -3.98298 0.24499 0.102
H 4.22683 -3.13428 2.51179 0.101
H 2.62973 -1.59498 3.61089 0.102
H 0.53943 -0.96048 2.43229 0.100
H -0.89057 -3.81838 1.71809 0.102
H -2.78227 -4.47828 3.15419 0.098
H -4.80747 -3.09208 3.24319 0.099
H -4.94967 -1.00888 1.90199 0.107
H -3.04587 -0.35368 0.46039 0.079
H -0.71447 -0.34938 -2.61851 0.082
H -1.11537 -1.26018 -4.90601 0.106
H -1.39727 -3.69838 -5.21361 0.099
H -1.28907 -5.20458 -3.26691 0.100
H -0.89197 -4.29568 -1.01521 0.106
```

---

# 4
Density functional theory data (the ωB97M-V functional and the def2-TZVPD basis) for a cluster of 2 separate species, CH5O2PS in total at a distorted geometry.

As for the largest force on an atom: 4.14 eV Å⁻¹. As for the SMILES: [PH3]=S.O=CO. The LUMO energy is 0.02593 Ha. The energy above the lowest of the compared OMol25 structures with the same formula, charge and spin comes out at 2.2730 eV. As for the calculated total energy: -25336.018 eV.

Structure (XYZ):
```
10
Properties=species:S:1:pos:R:3:lowdin_charge:R:1
C -0.80673 -1.96886 0.14395 -0.375
O -1.12179 -2.17278 -1.12605 0.100
O -0.43903 -0.88169 0.47329 0.018
P 0.98477 1.84457 0.26736 0.254
S -0.50594 2.89269 -0.36907 0.022
H -0.95970 -2.84686 0.81011 0.153
H -1.36214 -1.34791 -1.50166 0.100
H 2.21654 2.45814 0.27617 -0.067
H 0.56523 1.18628 1.39728 -0.069
H 1.42877 0.83642 -0.37138 -0.135
```

---

# 5
Density functional theory data (the ωB97M-V functional and the def2-TZVPD basis) for a structure of composition C2H2O3Tm at a distorted geometry.

As for the largest force on an atom: 3.24 eV Å⁻¹. As for the expectation value of S²: 3.75. The LUMO energy (spin up / spin down) is -0.38412 / -0.44715 Ha. Its spin multiplicity is 4. As for the calculated total energy: -37749.818 eV. Its net charge is +2.

Structure (XYZ):
```
8
Properties=species:S:1:pos:R:3:lowdin_charge:R:1
H 1.12567 1.73929 1.15532 0.187
O -0.82450 1.96850 0.22363 0.127
O -1.25404 0.68063 -0.26788 0.035
C 0.51587 1.41730 0.30615 -0.118
C -0.02075 0.12746 -0.21913 -0.265
Tm 0.18342 -2.31863 0.59281 1.830
O 1.28595 1.17076 -1.07642 0.077
H 2.13900 0.79593 -0.83313 0.128
```

---

# 6
Density functional theory data (the ωB97M-V functional and the def2-TZVPD basis) for the ion C12H23FN with charge +1 at a distorted geometry.

As for the largest force on an atom: 4.41 eV Å⁻¹. As for the expectation value of S²: 2.01. The LUMO energy (spin up / spin down) is -0.09292 / -0.20851 Ha. Its spin multiplicity is 3. As for the calculated total energy: -17009.834 eV. Its net charge is +1.

Structure (XYZ):
```
37
Properties=species:S:1:pos:R:3:lowdin_charge:R:1
C 0.23766 -0.16812 1.38901 0.106
C -1.91715 -0.28032 0.56044 -0.212
C -0.81800 0.76110 1.08470 -0.440
C -2.06434 -0.96256 -0.60671 -0.224
C -1.49386 1.51496 2.26696 -0.027
C -0.86820 1.88546 -0.03114 -0.017
C -1.08805 -0.79601 -1.75425 -0.053
C -3.56653 -1.31533 -0.85715 -0.036
C 3.19008 -1.22162 -0.74940 -0.029
C 1.22151 -2.54189 -0.44716 -0.057
C 2.02256 0.85741 1.18638 0.045
C 2.09532 -1.53714 0.20462 -0.364
N 1.30082 -0.27203 0.46200 -0.077
F -2.65408 -0.73639 1.60518 0.049
H -0.84854 2.39920 2.71016 0.134
H -1.78663 0.90980 3.13972 0.098
H -2.24185 2.04650 1.73745 0.066
H -0.37296 2.72920 0.40505 0.071
H -1.94592 2.01207 -0.45565 0.156
H -0.24121 1.54786 -0.92311 0.079
H -0.68317 -1.75425 -1.99856 0.049
H -0.24098 -0.14720 -1.50507 0.034
H -1.67113 -0.46945 -2.64946 0.115
H -3.95734 -2.02381 0.01653 0.123
H -3.64310 -1.91489 -1.79020 0.080
H -4.25293 -0.45981 -0.87054 0.082
H 4.02476 -1.88774 -0.45584 0.122
H 2.81927 -1.35284 -1.77935 0.107
H 3.51937 -0.21551 -0.57266 0.073
H 1.80442 -3.38539 -0.81769 0.103
H 0.97044 -2.10652 -1.50856 0.100
H 0.40929 -3.03579 0.06091 0.097
H 1.69330 1.82267 0.86735 0.114
H 1.74916 0.61933 2.22293 0.129
H 3.02056 0.74062 1.21687 0.066
H 2.39834 -1.86138 1.24082 0.184
H 1.07245 0.20697 -0.43880 0.151
```

---

# 7
Density functional theory data (the ωB97M-V functional and the def2-TZVPD basis) for a structure of composition C2H2Br3F at a distorted geometry.

As for the largest force on an atom: 2.45 eV Å⁻¹. The LUMO energy (spin up / spin down) is -0.01855 / -0.03789 Ha. The energy above the lowest of the compared OMol25 structures with the same formula, charge and spin comes out at 3.3533 eV. As for the calculated total energy: -214947.323 eV.

Structure (XYZ):
```
8
Properties=species:S:1:pos:R:3:lowdin_charge:R:1
C 0.17954 0.17795 -1.29251 -0.053
C -0.11971 -0.08428 1.20630 -1.638
F -0.99098 0.23989 -1.88144 -0.016
Br -1.84058 0.53670 1.70421 0.588
Br 1.49052 0.71108 2.02484 0.498
Br 0.08469 -2.04221 1.20804 0.491
H 0.64809 -0.70671 -1.58152 0.055
H 0.54844 1.16758 -1.38790 0.075
```

---

# 8
Density functional theory data (the ωB97M-V functional and the def2-TZVPD basis) for a structure of composition C5H10OS at a distorted geometry.

As for the largest force on an atom: 4.35 eV Å⁻¹. The LUMO energy (spin up / spin down) is 0.00690 / 0.00693 Ha. The energy above the lowest of the compared OMol25 structures with the same formula, charge and spin comes out at 4.0249 eV. As for the calculated total energy: -18225.874 eV.

Structure (XYZ):
```
17
Properties=species:S:1:pos:R:3:lowdin_charge:R:1
C 0.45754 0.96694 0.95823 -0.240
C -0.13459 0.90568 -0.17261 -0.247
C 1.59365 0.03649 1.43122 -0.116
C -1.18998 1.73866 -0.84019 -0.078
C -0.50971 -2.06018 -0.23248 -0.265
O 0.00036 -1.00845 -2.73434 -0.582
S 0.57174 -1.04789 -1.40638 0.860
H -0.02723 1.56983 1.78569 0.126
H 1.15597 -0.93454 1.15617 0.018
H 1.85290 0.17250 2.54006 0.088
H 2.64058 0.18941 0.94581 0.103
H -1.94169 1.23530 -1.37405 0.056
H -1.65330 2.35236 -0.12540 0.062
H -0.67193 2.30481 -1.61666 0.088
H -1.05815 -1.19425 0.39758 0.091
H 0.05289 -2.77196 0.30483 0.012
H -1.13905 -2.45473 -1.01749 0.023
```

---

Question: Among the records above, which one has the lowest calculated total energy?
Answer: C2H2Br3F